Record 1
ORCA calculation (wB97M-V/def2-TZVPD) on 2 unconnected molecules or ions with the total composition C3H12N2 in a non-equilibrium geometry.

Geometry as XYZ:
```
17
Properties=species:S:1:pos:R:3:forces:R:3:nbo_charge:R:1
C -0.79746 -1.33849 0.98275 0.18 -1.16 0.11 -0.43
N -1.03401 0.08317 0.81925 -0.56 -0.29 0.26 -0.62
C -1.66617 0.63217 2.01686 -0.41 1.56 -0.31 -0.42
H -0.11957 -1.55755 1.81236 0.05 0.42 0.04 0.19
H -1.68816 -1.95198 1.19339 -0.16 0.27 -0.04 0.16
H -0.32423 -1.80007 0.11244 -0.05 0.32 -0.16 0.20
H -1.71897 0.18453 0.07746 0.23 0.10 -0.20 0.35
H -1.75410 1.72611 1.92431 0.67 -0.09 -0.02 0.20
H -1.07054 0.41545 2.89537 -0.07 -0.14 0.16 0.20
H -2.73448 0.42682 2.16583 0.15 -1.04 0.11 0.17
C 2.36857 0.59604 -2.02667 1.13 0.93 -1.14 -0.42
N 1.10786 -0.11291 -2.09139 -0.21 -0.44 0.98 -0.84
H 2.79994 0.68277 -1.03417 -0.25 -0.06 0.22 0.19
H 2.35147 1.60368 -2.47471 -0.46 0.03 0.50 0.17
H 3.15838 0.16533 -2.65642 -0.24 -0.64 0.18 0.18
H 0.71652 -0.17095 -1.15389 0.21 -0.16 -0.02 0.36
H 0.40497 0.41589 -2.56277 -0.20 0.40 -0.68 0.35
```
Forces are in eV/Å.

Results
- Gap between HOMO and LUMO: 10.1 eV
- LUMO energy: 1.040 eV
- 2S+1: 1
- SMILES string: CNC.CN

Record 2
ORCA calculation (wB97M-V/def2-TZVPD) on a gas-phase ion, C3H12N2 (charge +2).

Geometry as XYZ:
```
17
Properties=species:S:1:pos:R:3:forces:R:3:nbo_charge:R:1
N 0.83986 0.76270 -2.21923 -0.01 0.37 -0.49 -0.66
C 0.32979 -0.31421 -1.31623 -0.68 0.20 0.48 -0.22
C 0.32867 0.14865 0.15854 -0.16 -0.26 0.04 -0.45
C -0.90090 -0.37615 0.91455 0.35 0.55 -0.05 -0.22
N -0.66144 -0.38959 2.40996 0.50 0.37 -0.57 -0.67
H 0.89113 0.50179 -3.21173 0.01 -0.38 0.11 0.47
H 0.24258 1.59549 -2.21569 -0.07 -0.01 0.21 0.45
H 1.76973 1.07143 -1.95696 0.46 0.10 0.10 0.45
H 0.93310 -1.20339 -1.43093 0.16 -0.09 -0.28 0.26
H -0.68311 -0.52218 -1.65135 -0.03 -0.12 -0.11 0.24
H 1.19034 -0.28640 0.65336 0.45 0.17 -0.02 0.24
H 0.39552 1.23692 0.22082 -0.02 -0.01 0.13 0.24
H -1.15349 -1.35703 0.56716 -0.10 -0.76 0.24 0.25
H -1.76974 0.23151 0.78616 -0.53 0.52 -0.30 0.24
H -1.54202 -0.43013 2.92837 0.05 -0.36 0.14 0.47
H -0.18701 0.47387 2.69897 -0.17 0.02 0.03 0.45
H -0.02299 -1.14326 2.66422 -0.23 -0.31 0.33 0.46
```
Forces are in eV/Å.

Results
- Gap between HOMO and LUMO: 14.6 eV
- LUMO energy: -6.937 eV
- 2S+1: 1
- Total charge: +2
- SMILES string: [NH3+]CCC[NH3+]

Record 3
ORCA calculation (wB97M-V/def2-TZVPD) on a molecular structure, C3H12N2O in a non-equilibrium geometry.

Geometry as XYZ:
```
18
Properties=species:S:1:pos:R:3:forces:R:3:nbo_charge:R:1
C -1.04911 0.13409 -0.00686 0.01 0.16 0.03 -0.23
C -1.37941 0.34599 -1.47743 0.11 0.00 0.21 -0.62
N 0.19842 -0.61425 0.14155 4.20 2.84 3.39 -0.45
O -0.60402 -2.66395 -0.18386 1.03 -0.31 2.46 -1.11
H -0.96503 -3.35545 0.38107 -0.19 -0.31 -0.34 0.45
H 0.74343 -0.70143 -0.70912 -0.42 -0.03 -0.29 0.38
H -0.95897 1.08468 0.52038 -0.01 0.01 -0.05 0.19
H -1.84294 -0.43945 0.47890 0.19 -0.03 -0.05 0.22
H -0.61846 0.95927 -1.96278 0.06 -0.01 -0.02 0.20
H -2.33054 0.86558 -1.58510 -0.07 -0.11 -0.02 0.22
H -1.42304 -0.62652 -1.96662 -0.11 0.04 -0.09 0.24
C 1.62039 1.51449 0.93243 -0.66 0.31 -0.89 -0.44
N 1.31220 0.11800 1.17251 -1.61 -1.22 -1.02 -0.47
H 2.16933 -0.41073 1.00253 -0.53 -0.24 -0.15 0.35
H 0.04351 -1.90234 0.61164 -2.12 -0.94 -3.35 0.50
H 0.76498 2.12963 1.22194 0.12 0.04 -0.04 0.19
H 1.85636 1.73068 -0.12442 0.06 0.11 0.22 0.17
H 2.46288 1.83174 1.55323 -0.06 -0.30 0.00 0.22
```
Forces are in eV/Å.

Results
- Gap between HOMO and LUMO: 9.8 eV
- LUMO energy: 0.880 eV
- 2S+1: 1

Record 4
ORCA calculation (wB97M-V/def2-TZVPD) on 2 unconnected molecules or ions with the total composition C3H12N2O.

Geometry as XYZ:
```
18
Properties=species:S:1:pos:R:3:forces:R:3:nbo_charge:R:1
C 4.82493 0.33843 0.88324 0.39 0.18 -0.02 -0.63
C 4.08749 -0.97341 0.85752 -0.21 -0.25 0.37 -0.06
O 3.16268 -0.98433 -0.22209 0.07 -0.02 -0.19 -0.73
H 5.54807 0.37837 0.06694 -0.08 0.12 -0.02 0.21
H 5.37104 0.45225 1.81677 0.15 -0.16 0.12 0.21
H 4.17812 1.21014 0.82342 -0.29 -0.11 -0.17 0.22
H 4.79858 -1.79865 0.78064 0.13 -0.02 -0.20 0.16
H 3.56578 -1.14686 1.80485 -0.16 0.17 0.01 0.15
H 3.00422 -1.89111 -0.50195 0.00 0.09 0.11 0.47
N -2.83208 0.19949 -0.41029 0.09 -0.15 0.05 -0.85
C -4.18510 0.51006 0.01517 0.06 0.34 -0.21 -0.06
N -5.17131 0.91208 -0.98486 0.10 0.32 -0.44 -0.84
H -2.33634 0.97381 -0.83808 -0.23 -0.03 0.05 0.35
H -2.81166 -0.58868 -1.04286 0.04 0.01 -0.05 0.35
H -4.12200 1.33386 0.72869 -0.04 -0.14 0.09 0.18
H -4.58125 -0.36368 0.53249 0.04 0.02 0.04 0.18
H -5.22757 0.24678 -1.74836 -0.03 -0.22 0.16 0.35
H -4.90103 1.78631 -1.43848 -0.03 -0.16 0.32 0.35
```
Forces are in eV/Å.

Results
- Gap between HOMO and LUMO: 9.9 eV
- LUMO energy: 0.939 eV
- 2S+1: 1
- SMILES string: CCO.NCN

Record 5
ORCA calculation (wB97M-V/def2-TZVPD) on 2 unconnected molecules or ions with the total composition C3H12N2O in a non-equilibrium geometry.

Geometry as XYZ:
```
18
Properties=species:S:1:pos:R:3:forces:R:3:nbo_charge:R:1
C 0.77981 1.02013 -1.12699 1.13 0.84 -0.77 -0.63
C 0.35689 0.31273 0.13440 -2.55 -1.19 -1.77 -0.08
N -0.20028 -1.04136 -0.27747 -0.37 1.03 1.47 -0.84
C 1.47202 0.17153 1.14483 -0.10 1.27 0.91 -0.23
N 0.94168 -0.35374 2.47588 -0.35 0.39 -1.66 -0.83
H 1.40484 1.84364 -0.70692 -0.82 0.35 -1.21 0.21
H -0.04196 1.24968 -1.88458 0.83 0.30 1.54 0.22
H 1.48743 0.46828 -1.75672 0.15 -0.42 0.36 0.20
H -0.55305 0.93506 0.40026 1.22 -0.64 0.95 0.19
H 0.22949 -1.16890 -1.16786 -0.33 -0.78 -0.77 0.36
H -1.22904 -0.99569 -0.33521 1.13 -0.22 -0.31 0.34
H 2.29587 -0.48077 0.72486 -0.90 0.71 0.56 0.20
H 1.80002 1.25373 1.18254 0.40 -1.25 0.64 0.18
H 0.89857 0.34008 3.23728 0.11 -0.26 -0.93 0.36
H -0.02446 -0.58004 2.18225 0.64 -0.16 1.04 0.36
O -3.62961 -0.99955 -1.46685 1.37 1.10 2.77 -0.91
H -2.95823 -1.27205 -2.07538 0.47 -0.41 -0.95 0.46
H -3.02998 -0.70278 -0.68434 -2.02 -0.65 -1.88 0.45
```
Forces are in eV/Å.

Results
- Gap between HOMO and LUMO: 10.0 eV
- LUMO energy: 0.565 eV
- 2S+1: 1
- SMILES string: C[C@@H](N)CN.O

Record 6
ORCA calculation (wB97M-V/def2-TZVPD) on 2 unconnected molecules or ions with the total composition C3H12N2O in a non-equilibrium geometry.

Geometry as XYZ:
```
18
Properties=species:S:1:pos:R:3:forces:R:3:nbo_charge:R:1
C 3.86495 2.65988 3.10142 -1.87 -1.68 -0.46 -0.65
C 2.76754 2.51521 1.98151 -1.85 1.20 -0.26 -0.08
O 2.19990 1.18387 1.97976 0.05 1.21 0.11 -0.72
H 3.40211 2.11055 4.02415 1.40 0.60 -1.74 0.23
H 4.13331 3.64866 3.44764 -0.07 0.38 -0.43 0.22
H 4.70463 2.18331 2.55266 0.05 0.00 1.39 0.21
H 1.78938 3.04212 2.14510 1.25 0.32 0.39 0.18
H 3.07044 2.91622 0.93768 0.03 -1.07 1.53 0.16
H 2.80544 0.56890 1.61538 1.01 -0.95 -0.53 0.46
N -2.72200 -1.90062 -1.32962 -0.54 2.64 -0.24 -0.86
C -2.67471 -2.58316 -2.62296 0.87 1.70 -1.43 -0.06
N -3.89048 -2.55014 -3.46945 -0.45 0.75 1.13 -0.86
H -2.83356 -0.76008 -1.42811 0.03 -4.15 0.39 0.36
H -3.44047 -2.33160 -0.71799 0.53 0.87 -0.53 0.36
H -2.35581 -3.64299 -2.44051 -0.06 1.04 -0.48 0.18
H -1.98586 -1.95659 -3.32392 -0.19 -1.50 1.74 0.17
H -4.42881 -1.69968 -3.14477 0.43 -1.59 -0.67 0.35
H -4.40602 -3.40386 -3.30798 -0.63 0.24 0.08 0.35
```
Forces are in eV/Å.

Results
- Gap between HOMO and LUMO: 10.0 eV
- LUMO energy: 1.024 eV
- 2S+1: 1
- SMILES string: CCO.NCN

Record 7
ORCA calculation (wB97M-V/def2-TZVPD) on 2 unconnected molecules or ions with the total composition C3H12N2O in a non-equilibrium geometry.

Geometry as XYZ:
```
18
Properties=species:S:1:pos:R:3:forces:R:3:nbo_charge:R:1
C 2.19921 0.42255 -1.31291 0.48 0.75 1.71 -0.63
C 3.36226 -0.08423 -0.42012 2.47 1.74 -0.99 -0.07
O 4.34936 -0.66609 -1.38617 -1.57 0.42 0.65 -0.75
H 2.70355 1.12242 -2.02406 -0.75 -0.85 0.17 0.23
H 1.46424 1.05405 -0.69607 0.90 -1.11 -0.90 0.21
H 1.73091 -0.46457 -1.75828 -0.06 0.63 -0.21 0.22
H 3.98061 0.80499 -0.00945 -1.44 -1.12 -0.24 0.16
H 3.17409 -0.75693 0.42636 -0.39 -0.03 -0.52 0.17
H 4.84356 -1.33873 -0.93407 0.36 -0.44 0.32 0.46
N -3.29628 -0.85060 1.52576 -1.80 -3.90 0.09 -0.84
C -2.60625 -0.00478 0.63937 1.80 0.56 0.04 -0.06
N -3.39056 1.15751 0.57402 0.91 1.93 -1.80 -0.83
H -4.19234 -1.23334 1.04638 2.05 0.62 1.23 0.35
H -2.72158 -1.65609 1.84165 -0.72 0.49 -0.41 0.36
H -2.35936 -0.26269 -0.39477 -0.32 -0.94 -0.04 0.16
H -1.59574 0.15315 1.11763 -0.92 0.43 -0.49 0.17
H -3.30404 1.63077 1.42373 -0.47 0.92 1.40 0.36
H -4.34167 0.97263 0.34102 -0.54 -0.10 -0.02 0.35
```
Forces are in eV/Å.

Results
- Gap between HOMO and LUMO: 9.9 eV
- LUMO energy: 0.847 eV
- 2S+1: 1
- SMILES string: CCO.NCN

What did the seventh record say?
ORCA calculation (wB97M-V/def2-TZVPD) on 2 unconnected molecules or ions with the total composition C3H12N2O in a non-equilibrium geometry.

Geometry as XYZ:
```
18
Properties=species:S:1:pos:R:3:forces:R:3:nbo_charge:R:1
C 2.19921 0.42255 -1.31291 0.48 0.75 1.71 -0.63
C 3.36226 -0.08423 -0.42012 2.47 1.74 -0.99 -0.07
O 4.34936 -0.66609 -1.38617 -1.57 0.42 0.65 -0.75
H 2.70355 1.12242 -2.02406 -0.75 -0.85 0.17 0.23
H 1.46424 1.05405 -0.69607 0.90 -1.11 -0.90 0.21
H 1.73091 -0.46457 -1.75828 -0.06 0.63 -0.21 0.22
H 3.98061 0.80499 -0.00945 -1.44 -1.12 -0.24 0.16
H 3.17409 -0.75693 0.42636 -0.39 -0.03 -0.52 0.17
H 4.84356 -1.33873 -0.93407 0.36 -0.44 0.32 0.46
N -3.29628 -0.85060 1.52576 -1.80 -3.90 0.09 -0.84
C -2.60625 -0.00478 0.63937 1.80 0.56 0.04 -0.06
N -3.39056 1.15751 0.57402 0.91 1.93 -1.80 -0.83
H -4.19234 -1.23334 1.04638 2.05 0.62 1.23 0.35
H -2.72158 -1.65609 1.84165 -0.72 0.49 -0.41 0.36
H -2.35936 -0.26269 -0.39477 -0.32 -0.94 -0.04 0.16
H -1.59574 0.15315 1.11763 -0.92 0.43 -0.49 0.17
H -3.30404 1.63077 1.42373 -0.47 0.92 1.40 0.36
H -4.34167 0.97263 0.34102 -0.54 -0.10 -0.02 0.35
```
Forces are in eV/Å.

Results
- Gap between HOMO and LUMO: 9.9 eV
- LUMO energy: 0.847 eV
- 2S+1: 1
- SMILES string: CCO.NCN

What is the formula in the second record? C3H12N2

gap between HOMO and LUMO of number 4 (C3H12N2O)? 9.9 eV